# C23H39MoO2Si

A molecular structure, C23H39MoO2Si in a non-equilibrium geometry (ωB97M-V with the def2-TZVPD basis set, OMol25).

The LUMO energy (alpha / beta) is -4.4 / -4.2 eV. The frontier orbital gap (alpha / beta) comes out at 6.9 / 7.6 eV. As for the expectation value of S²: 2.039. The HOMO energy (alpha / beta) comes out at -11.3 / -11.7 eV.

Geometry as ORCA input:
```
! wB97M-V def2-TZVPD RIJCOSX def2/J DEFGRID3
* xyz 1 3
O 1.01541 -0.22788 -5.42951
C 0.06566 -1.08476 -6.11840
C 0.59080 -2.39562 -5.48278
H 0.21546 -0.85898 -7.18527
H -0.97169 -0.86701 -5.73276
C 1.50304 -1.41215 -4.71553
H 1.11025 -3.13521 -6.12743
H -0.23366 -2.78392 -4.83886
C 2.98503 -1.44905 -4.94038
H 3.16679 -1.36783 -6.02277
H 3.43453 -2.34514 -4.50777
H 3.40172 -0.58872 -4.39170
C 1.12099 -1.52827 -3.26898
H 0.03550 -1.60066 -3.22039
H 1.52943 -0.68018 -2.71867
H 1.50843 -2.47015 -2.84166
Mo 0.54245 0.85043 -0.56290
C -1.34466 -0.84966 0.59329
C -2.25320 0.22831 0.57525
C -2.37902 0.67566 -0.77203
H -2.77485 0.60649 1.43939
C -1.51670 -0.10134 -1.60207
C -0.80970 -1.04642 -0.74203
H -0.32996 -1.93736 -1.10571
H -1.10020 -1.44987 1.45777
H -3.08791 1.40075 -1.13623
H -1.46228 -0.12231 -2.68680
C 1.21641 0.33974 1.57620
C 1.45063 -0.85657 0.82280
C 2.37113 -0.56594 -0.22218
H 1.05449 -1.85065 0.99962
C 2.70569 0.82795 -0.15859
C 2.03567 1.37150 1.00943
H 2.24045 2.36101 1.40348
H 0.58130 0.45206 2.45768
H 2.78410 -1.25448 -0.94690
H 3.39840 1.34671 -0.82059
O 2.06364 1.83200 -3.80885
C 2.97578 1.62653 -4.95722
C 2.81218 2.71833 -6.01916
H 2.74994 0.68410 -5.47776
H 3.99860 1.57295 -4.53796
C 1.90931 3.76492 -5.36259
H 2.42921 2.32238 -6.97947
H 3.80985 3.14527 -6.16687
C 1.53684 3.18654 -3.97716
H 1.03685 3.99127 -6.00026
H 2.52382 4.65684 -5.19764
H 0.44151 3.22481 -3.91694
H 1.97808 3.77462 -3.15119
C -1.05539 2.52923 2.86787
Si -0.94060 3.50660 1.26439
C -2.72949 3.98622 0.89203
C -0.06238 5.09043 1.69322
C -0.09031 2.82522 -0.23815
H -1.74541 3.07826 3.52236
H -0.09535 2.49979 3.38722
H -1.43363 1.50782 2.79203
H -3.11938 4.43957 1.81949
H -2.73907 4.74035 0.09002
H -3.38004 3.14644 0.60824
H 1.01318 4.93657 1.82135
H -0.21314 5.85473 0.92342
H -0.48301 5.45985 2.63508
H 0.85888 3.38867 -0.33019
H -0.66684 2.97380 -1.16475
*
```